25
Properties=species:S:1:pos:R:3:forces:R:3 method="wB97M-V/def2-TZVPD" de_lowest_kj_mol=0.0 multiplicity=1 homo_lumo_gap_ev=9.02 e_tot_ev=-73899.6603
C 0.54832 -0.83748 0.25124 -4.272 1.145 -0.826
C 0.56314 0.73812 0.37433 -1.575 -2.231 0.122
C -1.26076 -1.49103 0.08999 3.491 1.211 4.505
C -0.69859 1.34112 -0.30620 -0.721 -2.034 -0.124
C 1.20719 -1.55848 1.34631 -0.851 -1.436 0.165
C 1.72510 1.24249 -0.39631 1.332 2.034 -2.545
C -1.38430 -2.26370 -1.11469 -3.236 2.275 -2.809
C -0.93295 2.72737 0.18515 -1.190 0.680 -2.324
Se -2.28883 0.10778 0.16063 0.381 1.199 0.179
H 0.83554 -1.09269 -0.74667 0.733 -0.352 -0.522
H 0.64170 0.91156 1.49808 -0.350 0.438 -1.413
H -1.28597 -2.06721 1.09662 -0.448 0.845 -1.778
H -0.67223 1.23643 -1.44295 0.372 0.323 1.580
H 1.26040 -2.61248 1.02130 0.176 0.221 0.692
H 0.68436 -1.45753 2.31107 -0.148 -0.181 -0.411
H 2.17295 -1.19079 1.53806 1.617 0.400 0.053
H 1.51524 1.31367 -1.55475 0.238 -0.925 2.029
H 2.63620 0.62731 -0.24861 -0.299 0.757 -0.016
H 1.88874 2.35942 -0.26728 0.339 -1.352 0.587
H -0.70027 -2.97903 -1.17158 2.881 -3.534 -0.059
H -1.08664 -1.55163 -1.92111 -0.564 -0.564 0.029
H -2.40855 -2.69525 -1.38654 1.262 0.708 0.613
H -1.14091 2.67184 1.23599 0.016 0.577 0.499
H -1.75358 3.22131 -0.42143 0.495 -0.562 1.091
H -0.06526 3.29890 -0.13065 0.321 0.354 0.685